i) Density functional theory data (ωB97M-V/def2-TZVPD) for the ion C4H10NS with charge -1.

Its charge is -1. The HOMO energy is -2.221 eV. The SMILES is CCNCC[S-]. The multiplicity is 1.

Last column: Löwdin charge in e.
CARTESIAN COORDINATES (ANGSTROEM)
C 1.54764 -1.90204 0.66489  -0.09
C 1.90636 -0.48879 1.22326  -0.30
N 1.53071 0.66218 0.44446  -0.12
C 0.12341 0.96988 0.10923  -0.34
C -0.57103 0.22688 -1.04090  -0.78
S -2.39665 0.26319 -0.77216  0.03
H 1.14031 -1.70152 -0.32061  0.03
H 2.45715 -2.37916 0.28911  0.05
H 0.81089 -2.52628 1.16132  0.06
H 2.99464 -0.44067 1.21937  0.09
H 1.48721 -0.38314 2.22466  0.10
H 2.16510 0.77907 -0.33194  0.09
H 0.11764 2.03746 -0.11764  0.09
H -0.42854 0.75861 1.01989  0.07
H -0.18725 -0.76941 -1.25171  0.01
H -0.43019 0.79167 -1.97017  0.01

---

ii) Density functional theory data (ωB97M-V/def2-TZVPD) for the ion C4H10NS with charge -1.

Its charge is -1. The HOMO energy is -2.188 eV. The SMILES is CN[C@H](C)C[S-]. The multiplicity is 1.

Last column: Löwdin charge in e.
CARTESIAN COORDINATES (ANGSTROEM)
C -1.35469 2.18813 0.05200  -0.17
N -0.09021 1.78054 0.64028  -0.11
C 0.46863 0.50941 0.13959  -0.52
C 0.65686 0.49384 -1.37094  -0.13
C -0.33708 -0.68853 0.66553  -0.75
S 0.29428 -2.30968 0.11016  0.08
H -2.04798 1.35599 0.03779  0.06
H -1.26200 2.54552 -0.97962  0.06
H -1.82322 2.97191 0.66019  0.06
H 0.56715 2.54019 0.50773  0.08
H 1.45274 0.43804 0.61398  0.12
H 1.12026 1.42329 -1.71914  0.06
H 1.28424 -0.34564 -1.66749  0.03
H -0.29637 0.40694 -1.90806  0.07
H -1.37952 -0.52899 0.41196  0.02
H -0.25115 -0.68616 1.74872  0.03

---

iii) Density functional theory data (ωB97M-V/def2-TZVPD) for the ion C4H10NS with charge -1.

Its charge is -1. The HOMO energy is -2.258 eV. The SMILES is CCNCC[S-]. The multiplicity is 1.

Last column: Löwdin charge in e.
CARTESIAN COORDINATES (ANGSTROEM)
C -1.01512 -2.15326 -0.37764  -0.12
C -0.65413 -0.66419 -0.29117  -0.31
N 0.36173 -0.43052 0.74461  -0.11
C 1.23875 0.70071 0.39892  -0.36
C 0.53013 2.03713 0.14152  -0.76
S 0.59598 2.57337 -1.62793  0.03
H -0.17379 -2.73428 -0.75162  0.06
H -1.81493 -2.28017 -1.10232  0.05
H -1.38298 -2.48502 0.59951  0.06
H -0.30338 -0.25503 -1.23522  0.08
H -1.57264 -0.13322 -0.02903  0.10
H -0.13929 -0.21299 1.59819  0.09
H 1.95873 0.82580 1.21678  0.09
H 1.79479 0.39558 -0.48157  0.07
H -0.49557 1.98498 0.53114  0.03
H 1.07172 2.83109 0.66584  0.01

---

Which of them is the most stable, and which is the least stable? ii) and i), in that order.

---

i) Density functional theory data (ωB97M-V/def2-TZVPD) for the molecule C3H7N3O2.

Its charge is 0. The HOMO energy is -10.107 eV. The SMILES is NCC(=O)NC(N)=O. The multiplicity is 1.

Last column: Löwdin charge in e.
CARTESIAN COORDINATES (ANGSTROEM)
N 1.66886 -0.78585 -0.46905  0.00
C 1.16371 0.57804 -0.49556  -0.20
C 0.39287 0.96901 0.77112  -0.43
O 0.93544 1.66518 1.60388  0.08
N -0.95259 0.68556 0.91145  0.17
C -1.86097 -0.20961 0.31845  -0.60
N -1.38481 -1.20419 -0.43845  0.19
O -3.04458 -0.06721 0.54802  0.06
H 2.27173 -0.90337 -1.27528  0.08
H 2.29074 -0.88083 0.32902  0.09
H 0.51883 0.71001 -1.37763  0.12
H 1.96561 1.29748 -0.54956  0.11
H -1.43292 1.25394 1.59081  0.15
H -0.40528 -1.40073 -0.57636  0.07
H -2.12664 -1.70742 -0.89085  0.12

---

ii) Density functional theory data (ωB97M-V/def2-TZVPD) for the molecule C3H7N3O2.

Its charge is 0. The HOMO energy is -8.640 eV. The SMILES is [H]/N=C(\NN)OC(C)=O. The multiplicity is 1.

Last column: Löwdin charge in e.
CARTESIAN COORDINATES (ANGSTROEM)
H 1.32041 0.99755 0.93024  0.10
N 0.25308 0.95389 0.55006  0.13
C 0.34822 -0.14669 0.00126  -0.59
N 1.67389 -0.75005 -0.21876  -0.17
N 2.90323 -0.18152 0.05585  -0.13
O -0.60470 -0.94140 -0.47957  0.02
C -2.01195 -0.48476 0.08194  -0.30
C -2.30502 0.86557 -0.41275  0.00
O -2.59648 -1.39700 0.60453  0.17
H 1.39924 -1.77164 -0.31916  0.15
H 3.21011 -0.06486 1.27327  0.17
H 3.75076 -0.80270 -0.61595  0.19
H -2.23743 1.62627 0.28513  0.07
H -3.30648 0.89209 -0.39540  0.05
H -1.79689 1.20525 -1.34071  0.13

---

iii) Density functional theory data (ωB97M-V/def2-TZVPD) for the molecule C3H7N3O2.

Its charge is 0. The HOMO energy is -9.618 eV. The SMILES is [H]/N=C/N(N)CC(=O)O. The multiplicity is 1.

Last column: Löwdin charge in e.
CARTESIAN COORDINATES (ANGSTROEM)
H -2.00966 -2.26059 -1.16832  -0.03
N -1.52098 -1.59410 -0.69096  0.06
C -0.19595 -1.44261 -1.08046  -0.20
N 0.85329 -0.77794 -0.43313  -0.21
N 2.02450 -0.46573 -1.25855  0.02
C 0.57435 -0.00179 0.78995  -0.10
C -0.23663 1.20179 0.96744  -0.36
O 0.18936 2.44721 0.87675  0.02
O -1.64001 0.88137 1.15308  0.04
H -0.10485 -1.86399 -2.25800  0.17
H 2.09645 -1.35568 -1.82362  0.08
H 1.69419 0.42948 -1.99838  0.18
H 1.57367 0.28966 1.20871  0.15
H -0.33805 -0.53779 1.54387  0.20
H -1.65474 -0.00964 0.87403  -0.01

---

Which of them is the most stable, and which is the least stable? i) and iii), in that order.

---

i) Density functional theory data (ωB97M-V/def2-TZVPD) for the molecule C2H4FNO.

Its charge is 0. The HOMO energy is -10.037 eV. The SMILES is NC(=O)CF. The multiplicity is 1.

Last column: Löwdin charge in e.
CARTESIAN COORDINATES (ANGSTROEM)
N -1.06590 0.06667 0.78850  0.13
C -0.31131 0.58828 -0.19665  -0.54
O -0.28611 1.69207 -0.69292  0.06
C 0.95167 -0.34484 -0.50277  -0.12
F 1.82498 -0.63610 0.54621  -0.05
H -1.02076 -0.88817 1.19866  0.13
H -2.00706 0.61560 0.98052  0.17
H 0.52464 -1.30833 -0.79565  0.11
H 1.38986 0.21483 -1.32588  0.11

---

ii) Density functional theory data (ωB97M-V/def2-TZVPD) for a cluster of 2 separate species, C2H4FNO in total.

Its charge is 0. The HOMO energy is -10.027 eV. The SMILES is CN=C=O.F. The multiplicity is 1.

Last column: Löwdin charge in e.
CARTESIAN COORDINATES (ANGSTROEM)
C -1.08630 -0.70907 0.48050  -0.06
N 0.36435 -0.35442 0.66734  0.03
C 1.20690 -0.48115 -0.20013  -0.33
O 2.24064 -0.25457 -0.84845  0.06
H -1.15711 -1.82262 0.52938  0.09
H -1.68086 -0.10876 1.09586  0.04
H -1.14527 -0.29295 -0.62456  0.12
F 0.34779 1.76101 -0.41554  0.09
H 0.90986 2.26253 -0.68441  -0.04

---

Which of them is the most stable, and which is the least stable? i) and ii), in that order.

---

i) Density functional theory data (ωB97M-V/def2-TZVPD) for the molecule C8H12N4O.

Its charge is 0. The HOMO energy is -9.191 eV. The SMILES is Cc1cc2n(n1)[C@@H](C)N(C)NC2=O. The multiplicity is 1.

Last column: Löwdin charge in e.
CARTESIAN COORDINATES (ANGSTROEM)
C 3.82359 0.32954 -0.17573  -0.01
C 2.30527 0.36581 -0.15053  -0.30
C 1.46361 1.51995 -0.11419  0.06
C 0.19788 1.03212 0.16942  -0.12
N 0.31593 -0.33602 0.31430  -0.10
N 1.57316 -0.75241 0.05228  0.14
C -0.77083 -1.23120 0.53692  -0.18
C -1.33711 -1.35883 1.95604  -0.02
N -2.00068 -0.53149 -0.41745  -0.08
C -1.63883 -0.70232 -1.91260  -0.07
N -2.11229 0.85757 -0.01333  0.04
C -1.08856 1.78059 0.18794  -0.39
O -1.40163 2.94594 0.44809  0.05
H 4.08191 0.64588 0.81400  0.08
H 3.97163 -0.70070 -0.33211  0.06
H 4.15428 0.98172 -0.92464  0.06
H 1.66902 2.51678 -0.13062  0.09
H -0.50622 -2.23056 0.13211  0.15
H -2.40983 -1.33715 1.77689  0.08
H -1.05793 -0.58082 2.52755  0.04
H -1.14717 -2.21820 2.53887  0.07
H -2.07706 0.14766 -2.37285  0.06
H -0.69513 -0.88621 -2.39335  0.07
H -2.23440 -1.50896 -2.34506  0.07
H -3.07863 1.25134 -0.17197  0.17

---

ii) Density functional theory data (ωB97M-V/def2-TZVPD) for a structure of composition C8H12N4O.

Its charge is 0. The HOMO energy is -9.799 eV. The multiplicity is 1.

Last column: Löwdin charge in e.
CARTESIAN COORDINATES (ANGSTROEM)
C 0.35317 1.79626 2.76194  -0.12
C 0.73575 0.33194 2.23600  -0.62
C 1.66729 -0.51644 3.03816  -0.12
C 1.15582 -0.88681 -0.98061  -0.14
C -0.32522 -0.33484 -0.75713  -0.19
C -1.44288 -1.21335 -1.11208  -0.05
C -2.78980 0.51655 -1.87208  -0.16
C -1.76792 1.41193 -1.69379  -0.04
H -0.01474 1.46852 3.92396  0.11
H 1.25004 2.69577 2.39516  0.15
H -0.98533 1.83001 2.27766  0.15
H -0.27858 -0.38272 2.17054  0.16
H 2.23362 -1.14156 2.39937  0.03
H 2.39859 0.35073 3.39176  0.12
H 1.23578 -1.07842 3.95812  0.11
H 0.65564 1.01939 0.17767  0.11
H 2.71941 -0.79013 0.37960  0.11
H -1.49711 -2.39544 -0.86303  0.16
H -3.61385 0.98950 -2.40233  0.11
H -1.81637 2.48630 -1.79122  0.10
N 1.44758 0.61135 0.97230  -0.04
N 1.70979 -0.81220 0.37664  0.02
N -2.67169 -0.76531 -1.53769  0.06
N -0.57250 1.03819 -0.93508  0.08
O 1.60042 -1.52346 -2.23411  -0.11

---

Which of them is the most stable, and which is the least stable? i) and ii), in that order.